[1]
Density functional theory data (the ωB97M-V functional and the def2-TZVPD basis) for a molecular structure, C12H26AuClN3OV.

Element x y z (Å)
N (-1.789, -0.579, -0.060)
C (-2.856, -0.907, 0.382)
O (-3.943, -1.264, 0.743)
Au (-2.224, 2.305, 1.677)
V (0.002, -0.043, -0.120)
N (0.278, 1.587, -0.915)
N (0.828, -1.424, -1.026)
C (-0.325, 2.390, -1.957)
C (0.228, -2.405, -1.927)
C (-0.032, 3.903, -1.828)
C (0.220, 1.992, -3.337)
C (-1.833, 2.226, -1.962)
C (-0.457, -3.495, -1.104)
C (1.240, -3.098, -2.849)
C (-0.806, -1.736, -2.813)
H (-0.350, 4.298, -0.850)
H (-0.603, 4.420, -2.621)
H (1.031, 4.144, -1.990)
H (1.309, 2.123, -3.378)
H (-0.242, 2.643, -4.100)
H (-0.015, 0.942, -3.563)
H (-2.144, 1.181, -2.050)
H (-2.223, 2.789, -2.825)
H (-2.266, 2.646, -1.046)
H (0.268, -3.973, -0.431)
H (-0.873, -4.249, -1.789)
H (-1.269, -3.065, -0.508)
H (1.942, -3.737, -2.286)
H (1.808, -2.355, -3.435)
H (0.677, -3.747, -3.548)
H (-1.296, -2.506, -3.423)
H (-0.328, -0.995, -3.460)
H (-1.586, -1.247, -2.233)
C (1.652, 1.972, -0.623)
H (2.115, 1.304, 0.107)
H (2.298, 1.980, -1.522)
H (1.660, 2.978, -0.171)
C (2.177, -1.732, -0.583)
H (2.492, -1.043, 0.200)
H (2.241, -2.749, -0.166)
H (2.882, -1.636, -1.426)
Cl (0.561, 1.219, 2.667)
C (0.427, -0.342, 1.868)
H (1.366, -0.900, 1.971)
H (-0.449, -0.918, 2.214)

charge = +2
orbital gap (spin up / spin down) = 5.43 / 5.41 eV

***

[2]
Density functional theory data (the ωB97M-V functional and the def2-TZVPD basis) for a molecular structure, C4H9ClS.

Element x y z (Å)
C (0.359, -2.055, 1.056)
C (0.603, -0.959, -1.133)
C (0.686, 2.043, -0.039)
C (0.307, -0.899, 0.159)
S (0.294, 0.683, 1.111)
Cl (-2.661, 1.045, 0.257)
H (1.367, -2.419, 1.396)
H (-0.256, -2.960, 0.560)
H (-0.177, -1.762, 2.023)
H (0.789, -1.899, -1.585)
H (0.439, -0.055, -1.789)
H (-1.273, 0.939, 0.659)
H (0.818, 1.687, -1.104)
H (1.606, 2.608, 0.026)
H (-0.106, 2.775, -0.041)

energy relative to the best compared isomer or geometry (same formula, charge and spin) = 1.858 eV
orbital gap = 9.70 eV

***

[3]
Density functional theory data (the ωB97M-V functional and the def2-TZVPD basis) for 2 unconnected molecules or ions with the total composition C4H12N2O2.

Element x y z (Å)
C (0.611, -0.740, 0.954)
N (0.316, 0.660, 0.540)
C (0.897, 1.187, -0.567)
N (1.418, 0.243, -1.536)
O (0.998, 2.361, -0.877)
C (-0.584, -1.302, 1.669)
C (-0.517, -2.801, 1.954)
H (1.512, -0.704, 1.607)
H (0.953, -1.386, 0.105)
H (-0.248, 1.334, 1.035)
H (0.623, -0.365, -1.746)
H (1.568, 0.754, -2.391)
H (-0.764, -0.836, 2.668)
H (-1.547, -1.145, 1.150)
H (-1.572, -3.086, 2.152)
H (-0.018, -3.316, 1.149)
H (0.062, -2.992, 2.864)
H (-2.838, 0.095, -2.014)
H (-2.102, 0.881, -0.964)
O (-2.283, 0.892, -1.921)

charge = -1
spin multiplicity = 2
energy relative to the best compared isomer or geometry (same formula, charge and spin) = 0.836 eV
orbital gap (spin up / spin down) = 3.06 / 10.04 eV
⟨S²⟩ = 0.750

***

[4]
Density functional theory data (the ωB97M-V functional and the def2-TZVPD basis) for 7 unconnected molecules or ions with the total composition C17H24Cl4N4O8.

Element x y z (Å)
C (0.895, -1.145, 1.237)
Cl (2.241, -0.469, 0.220)
Cl (0.899, -2.852, 1.171)
Cl (1.286, -0.692, 2.912)
Cl (-0.746, -0.559, 0.805)
C (2.084, -3.837, 4.400)
N (1.076, -4.986, 4.444)
O (0.259, -4.980, 5.362)
O (1.134, -5.871, 3.662)
H (2.968, -4.057, 4.999)
H (1.552, -2.950, 4.743)
H (2.422, -3.634, 3.384)
C (-0.092, 4.319, -0.042)
N (-1.010, 3.110, -0.324)
O (-2.152, 3.421, -0.646)
O (-0.400, 2.068, -0.458)
H (-0.513, 5.276, -0.352)
H (0.838, 4.151, -0.586)
H (0.052, 4.278, 1.038)
C (-3.272, 0.489, -1.738)
N (-3.302, -1.000, -2.046)
O (-3.963, -1.389, -2.988)
O (-2.708, -1.750, -1.247)
H (-4.215, 0.692, -1.229)
H (-3.051, 0.903, -2.721)
H (-2.350, 0.678, -1.188)
C (1.968, 0.877, -3.059)
N (2.081, 2.219, -2.582)
O (1.908, 3.081, -3.448)
O (2.412, 2.377, -1.444)
H (2.472, 0.947, -4.023)
H (0.913, 0.620, -3.158)
H (2.485, 0.197, -2.382)
C (0.757, -3.281, -4.741)
C (0.135, -2.759, -3.656)
C (0.972, -2.481, -2.508)
C (2.338, -2.753, -2.515)
C (2.876, -3.383, -3.673)
C (2.111, -3.703, -4.730)
H (0.145, -3.366, -5.627)
H (-0.938, -2.645, -3.603)
H (0.449, -2.102, -1.643)
H (2.897, -2.523, -1.620)
H (3.939, -3.570, -3.659)
H (2.584, -4.181, -5.575)
C (-1.061, 2.043, 3.773)
C (-0.561, 3.303, 3.609)
C (-1.365, 4.373, 3.302)
C (-2.719, 4.174, 3.042)
C (-3.242, 2.869, 3.082)
C (-2.350, 1.834, 3.421)
H (-0.407, 1.245, 4.091)
H (0.498, 3.475, 3.738)
H (-0.939, 5.364, 3.341)
H (-3.383, 5.008, 2.869)
H (-4.309, 2.732, 2.982)
H (-2.602, 0.797, 3.585)

charge = -1
spin multiplicity = 2
orbital gap (spin up / spin down) = 2.85 / 6.84 eV
⟨S²⟩ = 0.754